{"formula": "C21H28Br2NO11", "method": "the ωB97M-V functional and the def2-TZVPD basis", "elements": ["C", "C", "C", "N", "C", "C", "C", "C", "O", "O", "C", "C", "C", "Br", "C", "C", "Br", "H", "H", "H", "H", "H", "H", "H", "H", "H", "H", "C", "O", "C", "O", "O", "C", "H", "H", "H", "H", "H", "H", "C", "O", "C", "O", "O", "C", "H", "H", "H", "H", "H", "H", "C", "O", "C", "O", "O", "C", "H", "H", "H", "H", "H", "H"], "coordinates": [[3.62358, -4.03248, -1.88839], [2.84143, -4.00141, -2.80283], [2.12164, -3.91898, -4.14054], [2.47266, -2.61453, -4.76046], [3.80190, -2.34831, -4.87587], [4.29202, -1.15437, -5.39670], [3.36092, -0.16468, -5.84384], [3.92008, 1.16274, -6.38482], [4.89406, 1.18640, -7.06560], [3.26696, 2.31107, -6.02064], [1.98278, -0.47155, -5.74841], [1.57359, -1.71272, -5.19873], [0.08847, -1.96709, -5.09598], [-0.88547, -0.74709, -3.92973], [-0.59101, -2.91931, -5.74474], [-2.11801, -3.08886, -5.59178], [0.35498, -4.10517, -6.95535], [4.31288, -3.71648, -1.10730], [1.04187, -4.04374, -3.97212], [2.52575, -4.73706, -4.76824], [4.54522, -3.09232, -4.55026], [5.37654, -0.99682, -5.43151], [2.94431, 2.22054, -5.10703], [1.27071, 0.29347, -6.08490], [-2.64086, -2.16768, -5.91042], [-2.39792, -3.27768, -4.53808], [-2.42363, -3.92077, -6.25698], [0.21894, 0.43974, -0.98969], [0.32350, 1.48835, -0.03455], [-0.73508, 1.58355, 0.78269], [-1.70844, 0.87900, 0.75741], [-0.51641, 2.58999, 1.62504], [-1.57114, 2.81027, 2.56814], [1.12383, 0.45191, -1.59571], [0.14845, -0.52860, -0.49227], [-0.63860, 0.59854, -1.64373], [-1.70935, 1.93419, 3.20124], [-2.49837, 3.06423, 2.05569], [-1.28134, 3.64889, 3.19623], [1.84504, 0.38348, 3.44227], [1.17157, -0.35892, 4.45660], [0.74233, -1.55836, 4.05838], [0.87983, -2.02839, 2.95753], [0.13524, -2.14411, 5.09053], [-0.37967, -3.44578, 4.80835], [2.14836, 1.33491, 3.87290], [2.73799, -0.14411, 3.10681], [1.17865, 0.58046, 2.60317], [0.42482, -4.12526, 4.52809], [-1.13383, -3.39926, 4.02307], [-0.84642, -3.81527, 5.71837], [-4.31058, 2.01564, 6.05576], [-4.85566, 3.20473, 6.62537], [-4.11505, 4.29756, 6.42796], [-3.07015, 4.34497, 5.83142], [-4.73404, 5.32642, 7.00662], [-4.04986, 6.57315, 6.87541], [-4.99682, 1.20262, 6.28112], [-4.22637, 2.11100, 4.97295], [-3.34080, 1.78642, 6.49734], [-3.95488, 6.85128, 5.82606], [-3.07018, 6.52626, 7.35006], [-4.64722, 7.32691, 7.38286]], "atomic_forces_ev_per_a": [[0.033, 1.113, 0.033], [-0.095, -0.048, -1.129], [0.742, -0.966, 1.977], [0.594, 0.395, -0.344], [1.073, 0.692, -0.415], [-1.088, 0.130, -0.093], [-0.147, -0.980, 0.652], [-0.123, 0.412, 0.418], [-0.276, -0.273, -0.105], [0.291, -1.062, 0.232], [1.444, 0.039, 0.227], [-1.328, 1.088, -0.437], [0.377, -0.110, 0.225], [0.772, -0.739, -0.808], [-0.725, 0.220, 0.216], [0.673, -0.408, -0.756], [-0.605, 0.670, 0.615], [-0.535, -0.788, -0.309], [0.479, 0.319, -0.450], [-0.483, 0.543, 0.103], [-0.896, 0.178, 0.009], [-0.578, -0.008, -0.111], [-0.211, 0.117, -0.343], [0.023, -0.693, 0.260], [0.356, -0.396, 0.092], [0.255, -0.056, -0.559], [-0.062, 0.483, 0.613], [0.050, -0.178, -0.057], [0.103, -0.002, -0.067], [-0.060, 0.241, 0.269], [0.064, -0.064, -0.143], [0.114, -0.098, -0.158], [-0.255, 0.192, 0.378], [0.050, 0.212, 0.133], [-0.169, 0.031, -0.033], [-0.032, 0.007, 0.259], [-0.057, -0.027, -0.130], [0.025, -0.157, -0.019], [0.183, -0.033, -0.138], [0.198, 0.282, -0.190], [-0.040, -0.077, -0.003], [-0.044, 0.059, 0.196], [0.013, 0.016, -0.016], [0.041, 0.068, -0.057], [-0.166, -0.324, 0.036], [-0.139, -0.106, 0.203], [-0.119, -0.068, -0.075], [0.074, -0.118, -0.027], [-0.039, 0.077, -0.121], [0.136, -0.001, -0.068], [0.083, 0.221, 0.069], [0.056, -0.316, -0.073], [0.016, 0.054, -0.012], [-0.190, 0.025, 0.132], [0.021, -0.034, -0.074], [0.011, -0.089, -0.029], [0.091, 0.353, 0.030], [-0.110, 0.189, 0.100], [0.112, 0.058, 0.054], [0.026, 0.096, -0.113], [0.114, -0.095, 0.032], [0.014, -0.060, -0.141], [-0.134, -0.205, 0.034]], "lumo_ev": -4.98, "energy_ev": -186319.31713, "total_charge": 1}